Entry 1:
The following is a DFT calculation (wB97M-V/def2-TZVPD) of C6H6 as an isolated structure in a non-equilibrium geometry.

expectation value of S²: 2.007
highest occupied orbital energy (alpha / beta): -5.1 / -9.7 eV
ΔE to the lowest compared entry with this formula, charge and spin: 3.431 eV
gap between HOMO and LUMO (alpha / beta): 0.22379 / 0.32925 Ha

Structure (ORCA input):
```
! RIJCOSX wB97M-V def2-TZVPD def2/J DEFGRID3
* xyz 0 3
C 0.98 -0.62 0.92
C 1.57 0.71 0.73
C 0.81 -0.95 -0.58
C 1.28 0.45 -0.73
C -0.06 0.09 0.00
C -1.52 0.37 0.06
H 0.64 -1.03 1.87
H 0.62 -1.74 -1.28
H 1.17 1.32 -1.46
H -1.85 0.42 -0.96
H -1.59 1.34 0.66
H -2.04 -0.36 0.77
*
```

=====

Entry 2:
The following is a DFT calculation (wB97M-V/def2-TZVPD) of a 2-piece molecular cluster, C4H9NO2 overall in a non-equilibrium geometry.

SMILES: C/C=N/O.CC=O
highest occupied orbital energy: -9.4 eV
ΔE to the lowest compared entry with this formula, charge and spin: 4.193 eV
gap between HOMO and LUMO: 0.38314 Ha

Structure (ORCA input):
```
! RIJCOSX wB97M-V def2-TZVPD def2/J DEFGRID3
* xyz 0 1
C -1.99 -1.97 -0.08
C 2.72 0.59 -0.42
C -1.95 -0.59 0.30
C 1.82 1.40 0.37
N -1.72 0.22 -0.67
O -1.34 1.47 -0.31
O 1.49 1.04 1.45
H -2.37 -2.13 -1.11
H -0.96 -2.34 -0.15
H -2.49 -2.53 0.68
H 3.81 0.94 -0.20
H 2.71 -0.49 -0.32
H 2.63 0.78 -1.47
H -2.30 -0.31 1.27
H 1.47 2.37 -0.05
H -1.53 1.57 0.70
*
```

=====

Entry 3:
The following is a DFT calculation (wB97M-V/def2-TZVPD) of C6H11O4Pb as an isolated structure in a non-equilibrium geometry.

highest occupied orbital energy: -12.4 eV
ΔE to the lowest compared entry with this formula, charge and spin: 0.000 eV
gap between HOMO and LUMO: 0.33126 Ha

Structure (ORCA input):
```
! RIJCOSX wB97M-V def2-TZVPD def2/J DEFGRID3
* xyz 1 1
O -1.61 0.30 -0.67
C -1.82 -1.09 -0.39
C -0.52 -1.63 0.15
O 0.56 -1.17 -0.65
C 1.84 -1.14 -0.01
C 2.34 0.27 0.27
O 1.73 1.23 -0.55
Pb 0.24 0.69 -1.72
H -2.11 -1.57 -1.33
H -2.63 -1.23 0.34
H -0.54 -2.73 0.18
H -0.37 -1.24 1.17
H 2.54 -1.69 -0.65
H 1.77 -1.66 0.96
H 3.42 0.29 0.06
H 2.16 0.52 1.32
C 0.12 2.34 -0.31
O -0.75 1.97 0.66
C -1.93 1.31 0.25
H 0.56 3.30 0.00
H -2.39 0.92 1.17
H -2.61 2.00 -0.26
*
```